No. 1
{"formula": "C47H46IrN4OPS3", "method": "the ωB97M-V functional and the def2-TZVPD basis", "elements": ["H", "H", "C", "C", "H", "S", "C", "C", "N", "C", "H", "H", "N", "H", "H", "P", "C", "C", "C", "C", "C", "N", "C", "H", "C", "H", "C", "C", "S", "H", "C", "H", "H", "C", "H", "C", "H", "C", "H", "C", "C", "C", "H", "H", "C", "C", "H", "H", "H", "C", "C", "H", "H", "O", "H", "C", "H", "C", "C", "C", "H", "H", "C", "C", "H", "H", "H", "H", "C", "H", "H", "H", "C", "C", "H", "C", "H", "C", "H", "C", "C", "H", "C", "H", "H", "C", "Ir", "C", "H", "H", "H", "H", "C", "H", "C", "C", "H", "C", "H", "S", "C", "N", "C"], "positions_angstrom": [[0.21682, 1.82067, 1.17683], [-3.98302, 0.49677, 2.61901], [2.25066, -0.97317, 0.24331], [-0.35482, 1.63724, -5.68831], [-3.95234, -2.95570, 3.44565], [1.82492, -1.12084, -1.41113], [-3.28845, -2.03571, -1.53548], [-0.72547, 3.29193, -3.52103], [-3.75424, -1.47000, 1.99883], [-3.55697, -0.05905, 1.78730], [-0.52723, 3.39610, -6.89235], [2.22919, 2.71756, 2.24035], [1.68344, -1.19972, 2.56786], [-3.88684, -1.27782, 4.07235], [-0.74514, -3.00266, -3.12653], [-0.53900, 1.35065, -1.57556], [-3.59503, -2.39743, 0.91780], [-2.00008, 3.19150, 0.04202], [-0.21160, -0.37846, -4.40297], [1.96647, 2.61356, -1.60758], [5.62341, -4.48412, -0.46050], [3.55886, -0.80825, 0.56161], [3.22483, 3.13041, 0.37750], [0.08750, -0.83179, -5.34301], [4.93953, -2.22166, -0.93392], [-0.22258, -1.51827, 3.31363], [-0.53336, 2.99406, -5.88932], [-3.24671, 1.72161, -1.39462], [-0.41511, -0.98295, 0.91713], [5.90473, -5.24518, 0.25435], [1.44690, 1.26302, 6.43283], [4.28743, -0.21044, -1.30139], [-5.37161, 1.94076, -1.36118], [-5.43100, -1.46933, -0.52808], [-0.86112, 4.89063, -4.93709], [1.02077, 2.19439, 0.55866], [4.12295, 3.51254, 0.84378], [-0.36363, 1.08313, -4.40303], [1.94401, -0.79880, 6.11110], [-3.19107, 3.74546, 0.49559], [-3.80929, -1.61756, -2.76968], [-1.93016, -2.55895, -1.42861], [-6.07123, -1.42494, 0.34530], [-3.18193, -1.69487, -3.64909], [0.75187, -0.01906, 4.51149], [2.16623, 2.68587, 1.15926], [3.36434, -2.44707, 2.70822], [-0.46254, 1.02622, 3.09378], [5.20232, -4.02945, -3.78469], [0.89966, 2.17073, -0.83152], [4.59890, -0.82974, -0.45614], [4.60848, -1.76668, -2.99654], [-0.87172, 3.94731, -2.67068], [-0.33367, -2.49817, -3.86140], [0.79239, 3.30174, 6.49680], [0.78114, 2.37362, 5.94149], [-2.49319, -2.55171, 0.83344], [3.90501, -0.50897, 1.93642], [1.42990, 0.07075, 5.71890], [-0.54108, 1.92848, -3.29939], [5.47526, -0.35457, -0.01208], [5.84005, -5.77625, -2.15893], [3.09194, -1.39462, 2.85307], [-5.10016, -1.14022, -2.88000], [1.90670, 2.58651, -2.68780], [-3.16488, 4.54224, 1.22647], [-3.27758, 0.92075, -2.12374], [-2.46709, 0.10371, 1.75674], [5.59059, -4.78154, -1.81636], [3.69157, 0.54247, 2.16067], [-0.21483, 0.98513, -6.53960], [-2.41497, -2.05921, 3.43800], [1.28416, -1.05510, 1.27487], [-3.50548, -1.97243, 3.32993], [-6.93500, -0.69813, -1.84632], [-2.01933, 2.17121, -0.90218], [-3.98197, 0.25304, 0.83906], [0.77076, -1.29059, 3.69773], [4.97049, -0.68169, 2.07977], [-4.43024, 2.29129, -0.95914], [-5.92044, -1.06037, -1.75813], [-1.06066, 3.57530, 0.41463], [3.12373, 3.08765, -1.00504], [3.27400, -1.12584, 3.89398], [-5.47919, -0.84172, -3.84839], [0.07454, 1.09994, 4.03084], [-0.53740, -0.96963, -1.38709], [5.30181, -3.20989, -0.02470], [1.07857, -2.13695, 4.31849], [1.97776, 1.32053, 7.37268], [5.33527, -2.98402, 1.03481], [-5.32836, 3.74682, 0.33903], [-4.40505, 3.30114, -0.00389], [-3.98647, -3.36736, 1.23227], [-0.72146, 3.82755, -4.79731], [0.09050, 2.28958, 4.73877], [3.94342, 3.43221, -1.62062], [4.90705, -2.52732, -2.28623], [-0.43756, 3.15344, 4.35659], [-1.33433, -3.98078, -0.79996], [-4.13110, -1.94167, -0.40984], [-0.49086, -1.18757, -3.45460], [5.23483, -3.80120, -2.72818]], "multiplicity": 6, "gap_ev": [5.61, 4.26], "total_charge": 1, "s2": 8.785}

=====

No. 2
{"formula": "C4H7BN2O", "method": "the ωB97M-V functional and the def2-TZVPD basis", "elements": ["H", "H", "C", "O", "N", "H", "H", "C", "N", "B", "H", "H", "H", "C", "C"], "positions_angstrom": [[0.18061, 2.72318, 1.87234], [-0.49305, -2.45755, 2.37005], [-0.33105, 0.66770, 1.17833], [-0.67402, -1.70957, 1.70157], [-0.16111, 1.62455, -1.26090], [0.48510, 3.55656, -0.46834], [-0.39925, -0.44035, -2.81106], [-0.09225, 2.02097, 1.06987], [-0.36088, 0.37668, -0.96094], [-0.23845, -0.50715, 2.10797], [0.11788, -0.50512, 3.33361], [-0.00421, -1.57424, -1.63954], [-1.72164, -1.13010, -1.78052], [-0.61175, -0.74558, -1.87432], [0.02120, 2.46898, -0.29053]], "gap_ev": 8.13, "total_charge": 0}

=====

No. 3
{"formula": "C18H52O9V2", "method": "the ωB97M-V functional and the def2-TZVPD basis", "elements": ["H", "H", "C", "H", "H", "H", "H", "C", "H", "H", "H", "C", "H", "H", "H", "H", "H", "H", "H", "O", "H", "H", "H", "H", "H", "O", "H", "H", "H", "H", "H", "C", "O", "H", "H", "H", "C", "C", "H", "O", "C", "H", "O", "H", "H", "H", "V", "C", "H", "C", "H", "H", "H", "H", "H", "O", "H", "H", "H", "C", "H", "H", "H", "O", "H", "C", "C", "H", "O", "C", "H", "C", "C", "V", "C", "H", "C", "H", "O", "C", "H"], "positions_angstrom": [[-3.71259, -1.73696, 0.81993], [2.56085, -1.57290, 7.48893], [2.64758, -2.21066, -2.79032], [4.05512, 1.35063, 1.51917], [-4.75452, -3.96396, -1.96719], [1.62187, -2.72318, 4.15675], [3.43158, 2.95600, 1.09442], [1.56646, 3.92191, -3.33699], [-0.99955, 1.53565, 2.02393], [3.61709, 2.52187, -1.32902], [0.33453, -4.66105, -1.45781], [-0.12223, 4.80498, -1.70595], [-0.36499, -2.11690, 0.88773], [-0.58354, 5.27364, -2.57459], [3.05982, -4.06517, -1.64146], [4.32584, 0.90360, -1.00983], [-1.24653, 2.59491, -2.07565], [-3.85049, 2.77639, 3.20812], [0.44136, 1.58626, 0.97670], [-0.93889, -0.14610, -0.90943], [-1.93559, -0.30217, 0.83602], [2.18484, 3.08903, -3.67754], [1.52092, -2.39620, -4.70825], [2.08533, -4.10510, 6.20695], [0.18536, -1.07355, 2.12966], [-2.39349, 2.70023, -1.98879], [-3.54906, 5.05995, 0.60384], [-0.79171, -3.51533, -1.21976], [2.26560, 4.75280, -3.19216], [-3.86428, -3.32117, 1.65640], [-3.70140, 4.45523, 2.88022], [-4.12626, 3.29979, 1.08907], [0.18897, -3.78622, -1.04393], [-1.07172, 2.10237, 0.37063], [-2.40308, 3.42709, 2.36608], [1.62850, -3.82802, -3.81759], [-3.48589, 3.47053, 2.45025], [1.93040, -3.03230, 6.31077], [0.78133, -3.00612, -1.46865], [0.06374, 2.39519, -2.19010], [3.60913, 1.65607, -0.67061], [5.00996, 2.51109, 0.52391], [-3.47796, 4.19295, 0.18342], [3.38258, -1.42878, -3.04487], [-2.93914, 1.90976, -2.02536], [0.87162, -2.90227, 6.57541], [-2.41291, -1.09187, -2.30002], [-0.62313, 1.34563, 1.02273], [-5.19377, 3.49616, 1.18856], [-3.29456, -2.75187, 0.93190], [0.89606, 4.25934, -4.13118], [2.17014, -1.25547, 4.98928], [0.52196, 5.54662, -1.23180], [-5.24983, -4.27009, -0.37000], [-0.85508, 4.48019, -0.98079], [1.52449, -1.73006, -2.09190], [3.26877, -2.48913, 4.64451], [-2.27713, -2.54893, 1.26603], [-2.98542, -4.46688, -0.21370], [4.01113, 2.10430, 0.73668], [1.51807, 3.47030, -1.26196], [-2.70542, 3.37023, -1.30813], [-4.00372, 2.26108, 0.77973], [2.26062, 1.05945, -0.63330], [3.82598, -2.51421, -1.07779], [-4.70387, -3.53658, -0.95967], [0.03277, -1.11664, 1.04400], [4.41760, -3.42924, -2.48880], [2.73317, -2.50643, 7.34991], [-0.91144, -0.05619, 0.52614], [1.03969, -1.02474, 0.62806], [2.23624, -2.35105, 4.98752], [-3.28449, -3.42845, -0.43414], [0.74923, 0.29242, -2.37286], [2.22254, -2.92936, -4.05757], [3.08891, -3.28998, -4.61143], [3.53246, -3.12125, -1.93291], [-5.17165, -2.54613, -0.98923], [-2.32380, -2.93672, -1.33847], [0.78797, 3.63986, -2.06859], [2.10097, 0.71192, 0.24669]], "multiplicity": 7, "gap_ev": [5.55, 5.14], "total_charge": 2, "s2": 12.022}

=====

No. 4
{"formula": "C25H47Cl2GdNO3Si2", "method": "the ωB97M-V functional and the def2-TZVPD basis", "elements": ["C", "H", "H", "H", "C", "H", "H", "H", "H", "H", "C", "H", "H", "H", "H", "H", "C", "H", "O", "N", "C", "C", "O", "H", "C", "H", "C", "H", "C", "H", "C", "H", "C", "C", "H", "C", "H", "C", "H", "C", "H", "H", "Cl", "C", "H", "C", "H", "H", "H", "C", "H", "H", "H", "C", "Si", "H", "H", "H", "H", "C", "H", "Si", "C", "H", "Gd", "H", "H", "C", "Cl", "H", "O", "H", "H", "C", "H", "H", "C", "H", "H", "H", "C"], "positions_angstrom": [[-3.16717, -2.39500, -2.46037], [2.91018, 0.64683, -0.13724], [-3.05587, 1.55128, -2.31351], [-1.19614, 0.24633, -4.74183], [2.06955, 0.21698, 0.40362], [1.48814, -2.53933, 3.08687], [1.52050, 0.47079, 3.66622], [3.88393, 0.46700, -4.37722], [5.05989, -2.89627, -3.47093], [-4.08490, 0.35159, -1.52154], [3.73190, -0.01441, -3.41129], [-3.92642, -2.55425, -3.22407], [2.50232, -5.15163, -5.03490], [-0.19660, -3.89379, -4.31615], [1.17582, -2.97458, -4.87728], [-1.03654, -0.69341, 3.13152], [-1.76884, 1.09767, 4.08692], [4.71292, -0.30052, -3.03388], [-0.26834, 2.14297, -0.54006], [-0.87823, 1.00863, 1.88475], [0.99483, -4.71210, -1.98944], [2.78817, -1.22488, -3.55319], [2.47742, -1.90499, -2.31246], [3.31511, 0.73383, -2.73951], [-3.50326, 0.56793, -2.41361], [-0.02617, -5.05607, -2.16006], [-1.64644, 3.11650, 2.73291], [1.63264, 1.08490, 0.87609], [-0.57720, -0.74118, -1.81808], [-1.46930, -1.46607, -5.02206], [-1.98725, 2.47284, 3.93789], [-0.33108, -1.57322, -1.16851], [-0.96079, 4.29010, 0.25882], [3.64362, -2.60884, -1.80651], [5.00751, -1.38276, 2.64740], [-1.20331, 0.37065, 3.03603], [1.13758, -5.03976, -6.14287], [-1.89331, -0.57254, -4.57387], [5.09234, -0.22465, 1.32857], [0.88982, -3.87234, -4.33367], [3.29840, -3.22977, -0.98441], [1.87700, -0.88596, -4.03791], [-0.55141, 5.04102, -1.27529], [1.41636, -5.09139, -5.09135], [0.99375, -4.19210, -1.03396], [-1.50162, 5.07125, 1.28794], [5.20771, -4.08447, -2.19097], [1.62725, -2.84449, -2.67264], [-2.80537, -0.34755, -5.12467], [-1.85123, 4.49751, 2.51886], [4.33823, -1.89060, -1.38297], [-2.04141, 0.59902, 5.00815], [0.96061, -2.41903, 1.41463], [2.55893, 0.24172, 3.45231], [2.73291, -0.76493, 1.88898], [-4.21869, 0.62653, -3.23237], [-3.67090, -2.38527, -1.49575], [-2.42910, 3.01780, 4.76167], [3.87424, -4.18735, -3.32406], [4.49084, -3.49163, -2.75819], [4.75781, -1.92566, 1.00359], [-2.25298, -0.78600, -2.74438], [4.56388, -1.10512, 1.69193], [3.10462, 1.18121, 3.37913], [0.00000, 0.00000, 0.00000], [-1.65981, 6.13030, 1.12601], [2.95439, -0.30247, 4.30914], [-0.75690, 2.91957, 0.45652], [-2.54645, 5.54269, 3.75492], [2.03702, -6.46525, -2.78362], [1.40735, -3.79845, -3.00779], [0.99743, -6.01285, -4.69145], [3.18899, -1.92160, -4.28806], [1.83095, -2.38568, 2.06478], [-2.49805, -3.25141, -2.47067], [0.03401, 0.13941, -1.97694], [1.95699, -5.89581, -1.86137], [2.46642, -3.22992, 1.80117], [1.61817, -6.57810, -1.08302], [2.95643, -5.56315, -1.58960], [-1.08747, 2.33795, 1.69843]], "multiplicity": 8, "gap_ev": [7.15, 7.05], "total_charge": 1, "s2": 16.045}

=====

no.,electronic energy (Ha)
1,-3752.792954
2,-366.100142
3,-3281.505518
4,-3525.945185